1.
50
Properties=species:S:1:pos:R:3:forces:R:3 method="wB97M-V/def2-TZVPD" e_lumo_ev=0.80 spin_multiplicity=1 orbital_gap_ev=9.2 total_energy_ev=-28237.56982
C -1.24726 0.57955 0.18761 0.2 -0.4 0.0
C -4.77842 0.87347 0.71405 0.0 0.0 0.0
H -3.95682 1.30874 1.26387 0.1 0.1 0.1
H 0.10366 -0.38299 -1.61930 0.0 -0.1 -0.1
C -6.87461 -0.22587 -0.71641 -0.1 0.0 0.0
C -1.19744 -0.83316 2.18630 0.2 0.0 -0.1
C 3.50273 1.24635 -0.22905 0.2 0.0 0.0
C 0.57779 -2.65118 0.78354 -0.1 0.0 0.1
C -7.05485 0.12810 0.60915 -0.1 0.0 0.0
H -2.04298 -1.45474 1.89931 -0.1 -0.1 0.0
C -3.23728 0.71975 -1.25071 0.0 0.2 0.0
N -0.07083 -1.55759 0.08541 -0.1 0.0 0.1
H -2.94733 1.77424 -1.19672 0.0 -0.2 -0.1
H 7.14720 -0.28052 -0.77648 -0.1 0.0 0.1
O 5.79441 0.98468 0.14107 -0.2 0.1 0.0
H -0.58485 -1.37120 2.90466 0.0 -0.1 0.1
H 3.05976 -2.48698 -0.99117 0.0 -0.1 0.0
H -8.01300 -0.02236 1.08430 -0.1 0.0 0.0
H -3.25461 0.40569 -2.29953 0.0 0.1 0.1
H 0.84209 -3.41781 0.05678 0.0 -0.1 0.0
C 4.43479 -0.95308 -0.45860 0.4 0.0 0.1
C -4.58965 0.51904 -0.61683 0.0 0.0 -0.1
H 9.04047 0.52391 0.62769 0.1 0.0 0.0
C -0.38335 -0.42567 0.95410 0.0 0.1 0.1
O -1.09678 1.78177 0.26324 0.1 0.5 0.2
H 0.52566 0.09742 1.29616 -0.2 0.0 -0.1
H -2.24100 -1.02061 -0.54412 0.1 0.0 0.0
H 3.65065 2.29358 -0.01811 0.0 0.1 0.0
C 0.69079 -1.14362 -1.09906 0.1 0.0 -0.1
H 6.84220 -0.60168 0.95325 0.0 0.1 -0.1
H 8.23169 1.88234 -0.17210 0.1 0.1 -0.1
C -6.00325 0.67810 1.32425 0.0 0.0 0.1
C 8.12078 1.09950 0.57309 -0.4 -0.2 -0.1
N -2.21539 -0.01226 -0.53638 -0.3 -0.1 -0.3
H -1.57401 0.06491 2.67143 0.0 0.0 0.1
H -6.14089 0.95838 2.35829 0.0 0.0 0.1
C 2.25440 0.75499 -0.54319 0.1 -0.1 0.0
H -7.69195 -0.65409 -1.27812 -0.1 0.0 0.0
H -5.50865 -0.31417 -2.36074 0.0 0.0 -0.1
C 4.60974 0.39714 -0.17906 -0.2 0.0 0.0
H 1.41348 1.43182 -0.58337 -0.1 0.1 0.0
C 3.17374 -1.43500 -0.76941 -0.2 0.2 0.0
H 1.48846 -2.34501 1.31654 0.0 0.0 0.0
C -5.64559 -0.03519 -1.32534 0.1 0.1 0.0
H -0.11832 -3.08976 1.49560 0.1 -0.1 0.1
H 0.76432 -2.02256 -1.74651 0.0 0.1 0.0
H 5.26732 -1.63929 -0.44046 0.1 0.0 0.0
C 2.06825 -0.59929 -0.81293 0.0 -0.1 -0.1
C 6.96067 0.19000 0.19951 0.4 -0.2 0.0
H 7.93116 1.56427 1.53670 0.0 0.0 0.1

***

2.
43
Properties=species:S:1:pos:R:3:forces:R:3 method="wB97M-V/def2-TZVPD" s_squared=6.00 e_lumo_ev="2.37 / 2.36" spin_multiplicity=5 total_charge=-1 orbital_gap_ev="7.4 / 7.4" total_energy_ev=-119340.13419
F -4.84627 -1.16752 0.92034 -0.3 0.2 0.0
C 0.98774 1.72419 -1.26760 0.4 -0.2 0.0
S -0.33731 -3.39727 0.09898 0.2 0.5 0.3
O 0.20568 -2.27203 0.86840 0.3 -1.3 -0.6
F -1.13386 -3.25552 -2.40360 0.0 0.0 -0.2
H 1.99770 2.18767 -3.10152 0.0 0.0 0.0
C -0.06726 -2.91120 -1.69039 0.0 -0.2 0.2
N -3.09762 3.49864 -1.11357 0.0 -0.1 0.1
H 0.35881 2.86701 -2.94262 0.0 0.0 0.0
F 0.99123 -3.58197 -2.14017 0.0 0.0 -0.1
Pm -0.54871 0.00187 1.32098 1.0 2.2 -1.0
O 0.82556 -0.50352 3.13999 0.2 0.0 0.3
C 4.44513 0.50634 -0.42394 0.0 0.1 -0.1
O 0.60076 0.96715 5.10570 0.1 0.1 0.1
O 0.28908 -4.67021 0.18616 -0.2 -0.1 0.2
N -1.91475 -3.45939 0.29924 0.2 0.3 0.1
H 2.49389 -1.39566 1.54574 0.0 0.0 0.0
N -0.15653 1.65362 -0.68765 -0.4 0.2 0.0
N 1.81427 -0.00930 0.19923 -0.2 -0.1 0.3
S -2.44631 -2.01999 0.70216 -0.5 -1.1 -0.1
H -3.83507 3.82780 -0.51543 0.0 0.0 0.0
O -2.21210 -1.62627 2.08280 -0.6 -0.4 -0.5
H 1.69743 3.58993 -2.06046 0.0 -0.1 0.0
C 2.79649 -0.66950 0.80366 -0.1 -0.1 0.0
F 0.16544 -1.61951 -1.83592 0.0 0.2 0.0
C 2.10377 0.92600 -0.70382 -0.2 0.2 -0.2
F -4.61436 -3.27449 1.34775 -0.1 -0.1 0.1
F -4.55815 -2.57587 -0.69808 -0.1 0.0 -0.2
H 4.89711 -0.99046 1.06378 0.0 0.0 0.0
C 3.42148 1.19502 -1.05450 0.2 0.0 0.0
S -2.78679 1.81586 0.88247 0.2 0.1 0.0
C 4.13317 -0.44385 0.52869 0.0 0.0 0.0
O -1.15307 0.75027 3.38423 0.0 0.1 0.7
S 0.31464 0.79916 3.71204 0.5 0.3 1.2
H 5.47781 0.72193 -0.67090 0.0 0.0 0.0
C -4.24962 -2.28035 0.55416 0.2 0.0 -0.1
C 1.27936 2.64156 -2.41675 0.0 0.0 0.0
N -1.08307 2.52686 -1.18338 0.0 -0.2 0.1
O -2.03565 -1.00425 -0.25811 -0.8 -0.6 -0.5
H 3.64390 1.95312 -1.79034 0.0 0.0 0.0
H -2.66631 4.17691 -1.72064 0.0 0.0 0.0
C -2.22404 2.60372 -0.53032 -0.2 0.1 -0.1
S 1.02640 2.19349 2.46323 0.1 0.1 0.2

***

3.
20
Properties=species:S:1:pos:R:3:forces:R:3 method="wB97M-V/def2-TZVPD" e_lumo_ev=0.53 spin_multiplicity=1 orbital_gap_ev=9.3 total_energy_ev=-11416.70380
H -0.39375 -0.95319 -2.24872 -0.7 0.2 0.0
H 1.57531 0.23469 -1.70404 0.3 -0.8 0.7
H 0.30716 1.21630 -1.84050 -0.4 0.1 0.4
N -1.70982 -0.20370 -0.72984 0.0 -0.9 -0.2
C -0.43037 -0.65237 -1.18809 0.9 0.2 -1.5
H -2.19446 0.52957 -1.20304 0.1 0.2 0.0
N 0.74355 0.16287 1.40705 -0.3 0.4 -1.0
H 0.00413 0.57627 1.94820 -0.2 -0.1 0.5
H -0.16540 -1.62579 -0.76705 0.1 0.3 0.8
C 0.65771 0.43777 -1.14555 -0.3 0.5 -0.5
O -1.94243 -1.95344 1.38931 0.1 1.4 0.5
H 2.41985 2.05391 1.40156 0.5 0.1 0.1
H 0.34156 -0.70194 1.06449 0.1 -0.2 0.2
C 0.88741 1.06952 0.21995 0.9 0.0 0.5
H -2.00498 -2.52385 0.63704 -0.1 -0.9 -0.2
H -1.85414 -2.39790 2.22676 0.0 -0.7 0.0
H -1.93766 -0.43094 0.21930 -0.2 0.4 0.0
H 0.24285 1.94145 0.36873 -0.2 -0.1 -0.1
C 2.30129 1.62620 0.39404 -0.8 -0.2 -0.5
O 3.15219 1.59456 -0.44959 0.3 0.2 0.2

***

4.
49
Properties=species:S:1:pos:R:3:forces:R:3 method="wB97M-V/def2-TZVPD" e_lumo_ev=0.22 spin_multiplicity=1 orbital_gap_ev=8.4 total_energy_ev=-32187.90857
C -3.37886 -1.92701 -1.54261 -0.9 -0.1 1.1
H -0.49765 -1.59197 4.30941 0.0 -0.4 -0.4
H -2.97270 -2.87760 -1.25187 0.7 -0.5 0.3
O -0.65135 0.54676 2.27324 1.1 -0.2 0.7
C 2.75232 -0.47461 2.13996 -1.3 -1.8 -1.4
H 3.63416 0.00394 2.44416 1.2 0.6 0.8
H -0.31923 -1.58766 6.08890 -0.1 -1.2 0.5
C -1.41861 -0.32141 -2.13759 -1.7 -0.2 -0.4
H -3.86726 -1.69950 -4.20215 0.3 -0.2 0.6
C -2.55450 -1.21529 -2.54633 0.0 1.3 0.0
C -0.99431 -0.35792 -0.78377 3.4 2.8 -2.1
C 1.57612 0.29551 4.22229 -0.4 0.6 2.4
H 2.95592 -1.60964 2.10892 -0.5 1.5 0.3
H 2.79916 1.03654 0.65410 0.9 0.5 -0.8
C 2.39728 0.05108 0.72848 -0.8 -1.7 0.0
C 0.51389 0.26896 1.98733 -2.8 -0.1 2.6
H 1.09258 0.10964 -6.49534 0.6 -0.3 -0.4
C -0.45637 -1.00972 5.20711 -2.2 0.6 0.1
H -1.46417 -0.82730 -0.00964 -1.4 -1.6 1.5
N 1.56103 -0.09820 2.88299 -1.0 -0.4 -1.0
C 0.20717 1.37349 -2.70056 -0.5 -0.1 -1.4
H 0.63336 -0.88992 -5.13932 0.2 -0.5 1.4
H -1.05254 1.36779 -6.52547 -0.3 -0.8 0.7
H 1.81526 2.07803 7.62355 0.3 0.3 -0.3
C -2.50155 -0.30266 -4.83829 1.4 0.6 1.0
H 1.69869 1.71646 -1.21013 -0.4 -0.3 -0.2
N -1.49429 0.59474 -4.53798 0.8 0.3 4.1
C 0.79918 0.65248 6.46590 0.9 0.2 -1.0
H 0.71766 2.16537 -3.33336 -0.9 -1.3 0.6
H 3.04486 1.61378 3.54828 0.2 0.4 1.7
H -3.44354 -1.29859 -0.59150 -0.4 -0.9 -1.3
C 0.27357 -0.28681 -5.91842 -1.6 1.2 -2.9
H -4.36678 -2.23609 -1.98270 0.8 0.8 0.6
C -0.94263 0.59490 -3.12740 1.3 -0.1 -0.6
H -0.38222 -0.85606 -6.61049 0.8 -0.3 0.5
O -2.90646 -0.35121 -5.95928 -1.1 -0.3 -2.4
C 0.19715 0.35693 -0.44955 -0.7 -0.4 -1.7
C 2.53556 1.32797 4.52148 -1.6 -2.1 -3.1
N 0.92773 0.20184 0.74713 2.2 -0.7 -1.7
C -0.58923 0.94836 -5.60746 0.3 -0.8 -0.3
C 0.79622 1.14417 -1.46496 -0.5 0.4 0.7
H -1.52503 -0.55516 5.36862 2.1 -0.3 -0.5
N 2.62867 1.91033 5.63679 0.5 1.6 3.3
H 0.04238 1.73177 -5.32101 0.8 1.2 1.0
C -2.99356 -1.17301 -3.80547 -0.7 0.0 -0.2
H 2.63740 -0.73065 -0.02651 0.3 1.2 0.2
H 0.09265 0.69692 7.22420 -1.6 -1.0 1.2
C 1.76573 1.56746 6.66789 1.6 0.5 -2.0
C 0.67713 -0.07723 5.26842 0.7 1.8 -1.6